[1]
Density functional theory data (wB97M-V/def2-TZVPD) for 10 unconnected molecules or ions with the total composition C26H74BClN2O15PS in a non-equilibrium geometry.

```
121
Properties=species:S:1:pos:R:3:forces:R:3:lowdin_charge:R:1
C -1.402897 2.864555 2.397982 0.2 -2.7 0.1 -0.1161
C -1.316698 1.384156 2.257287 -0.4 2.8 1.9 -0.2315
P -1.350631 0.426987 0.574265 0.5 1.4 0.5 0.5437
C -3.200473 -0.046981 0.689510 -1.7 -0.5 1.7 -0.2623
C -4.236027 1.219361 0.791954 -1.0 -0.7 -0.4 -0.2461
C -4.578783 1.957391 -0.631029 -0.5 0.9 0.5 -0.2253
C -5.949980 2.869817 -0.352429 2.2 0.6 0.2 -0.2564
S -7.523539 1.834688 -0.329771 -6.5 2.5 4.2 0.5343
O -8.035848 1.708225 1.158043 2.7 0.0 -5.1 -0.4592
O -8.691273 2.506055 -1.125484 4.6 -2.5 1.4 -0.4375
Cl -7.196498 -0.177548 -0.942195 0.1 1.5 0.0 0.3240
C 0.383899 1.183648 0.286041 3.0 0.3 -1.0 -0.2857
C 0.380718 2.350913 -0.871779 0.1 -1.3 0.1 -0.2122
C 1.874638 2.500563 -1.529578 0.2 0.6 -1.0 -0.3754
C 2.314019 1.210557 -2.482369 -0.3 -0.6 1.6 -0.1237
C 3.086276 2.761343 -0.456579 0.5 0.3 0.1 -0.1152
O -1.355717 -0.588793 -0.883237 2.0 -2.4 0.8 -0.3277
C -0.495561 -1.802320 -0.686577 0.1 1.9 -2.0 -0.2813
N -0.797059 -2.901733 -1.721148 0.5 0.6 0.5 0.0346
C -0.572046 -2.212850 0.918047 1.3 0.2 -0.6 -0.2400
C -1.434853 -3.533404 1.364258 0.5 -0.2 -0.2 -0.1185
O -2.641499 -3.792773 0.564197 -0.3 0.6 2.6 -0.2276
C -3.870570 -3.348990 1.239715 -0.9 1.2 -0.5 -0.1301
B 0.971767 -2.654329 1.271064 1.2 -0.9 -0.9 -0.4017
O 1.744619 -3.335343 0.173750 0.5 2.9 2.1 0.0144
N 1.691708 -2.470967 2.593500 -1.1 1.0 0.3 -0.1413
C 2.412028 -1.145201 2.697710 1.2 1.1 -0.3 -0.0947
C 0.814801 -2.759033 3.791442 0.3 -0.1 0.9 -0.1195
O -0.803649 -0.918842 1.597108 0.1 -2.5 -1.4 -0.3180
H -2.375590 3.304103 2.905422 2.8 -0.6 0.2 0.0339
H -0.485770 3.503826 2.031107 -2.7 -0.9 -0.5 0.0391
H -1.227354 0.739759 3.247797 -1.9 1.1 -1.7 0.0822
H -1.852686 1.611761 -0.084374 0.2 -0.1 -0.4 0.0124
H -3.429186 -0.732898 -0.259624 0.2 1.6 2.3 0.1052
H -3.320485 -0.654905 1.710195 -0.1 1.1 -2.3 0.0840
H -5.268844 0.770586 1.188646 2.0 1.0 -0.8 0.0937
H -3.935763 2.051112 1.558104 -0.3 -1.6 -1.5 0.0940
H -3.740810 2.750605 -0.934339 -1.8 -1.9 0.6 0.1265
H -4.795332 1.227848 -1.524287 0.6 1.3 1.8 0.0944
H -6.064825 3.766595 -1.095317 -0.3 -2.0 1.2 0.1173
H -5.851047 3.332976 0.740199 -0.7 -1.3 -2.3 0.1123
H 1.203759 0.387602 -0.058731 -1.5 1.4 0.6 0.0762
H 0.856633 1.689848 1.258515 -1.2 -1.2 -1.9 0.0702
H -0.381449 2.001862 -1.710144 1.6 0.8 1.5 0.1058
H -0.056996 3.326272 -0.396410 1.1 -1.6 -1.0 0.1004
H 1.826226 3.441543 -2.261916 0.2 -1.9 1.5 0.1159
H 1.391375 0.768148 -3.061601 1.9 1.1 0.9 0.0831
H 2.652602 0.353832 -1.723121 -0.7 1.7 -1.7 0.0704
H 3.244121 1.446260 -3.153372 -2.0 -0.3 1.1 0.0728
H 4.109474 2.286563 -0.843982 -2.2 1.1 0.7 0.0805
H 3.250701 3.921297 -0.318927 -0.3 -2.3 -0.3 0.0668
H 2.912318 2.316997 0.611860 0.0 0.7 -2.1 0.0637
H 0.544500 -1.405059 -1.109273 -1.6 -0.9 2.0 0.1392
H 0.145736 -3.280371 -1.991265 -1.4 0.6 0.3 0.0599
H -1.250730 -2.496226 -2.570806 0.7 -0.2 1.2 0.0725
H -1.629459 -3.496630 2.536129 0.1 0.1 -2.5 0.1323
H -0.719165 -4.474104 1.206245 -1.5 1.9 0.1 0.1462
H -4.414997 -2.607961 0.479336 1.1 -1.6 1.8 0.0921
H -3.654993 -2.751726 2.223069 -0.3 -1.1 -1.9 0.0891
H -4.635944 -4.197911 1.490210 1.7 1.1 -0.5 0.0852
H 2.640394 -2.845251 0.178892 -1.8 -1.3 0.0 0.0865
H 1.890800 -0.260641 2.136458 0.7 -1.6 1.0 0.0802
H 2.568735 -0.770448 3.820292 -0.4 -1.2 -2.4 0.1036
H 3.489742 -1.258304 2.197720 -2.1 0.3 1.1 0.0915
H 0.662102 -3.923693 3.835357 0.0 2.3 0.0 0.0989
H -0.201158 -2.172363 3.813306 1.8 -1.1 -0.2 0.0961
H 1.411223 -2.451523 4.773040 -1.2 -0.7 -2.1 0.0948
C 5.391685 -2.194950 -2.153340 0.1 -0.1 -0.4 -0.1430
O 4.562007 -2.328109 -1.013934 -0.2 -0.4 0.8 -0.1450
H 5.495006 -1.134697 -2.395636 -0.1 -0.1 0.2 0.0828
H 6.377345 -2.615138 -1.938584 0.1 0.1 -0.2 0.0781
H 4.937486 -2.717161 -2.998934 0.2 0.1 0.0 0.0593
H 4.488835 -3.278794 -0.823085 0.0 0.4 -0.2 0.0777
C 6.072619 -3.534872 2.538947 -0.2 0.1 -0.1 -0.1657
O 6.621462 -3.423179 1.238701 0.0 0.2 -0.5 -0.1414
H 6.580592 -4.342716 3.070804 0.0 0.1 -0.2 0.0756
H 6.219912 -2.596589 3.079440 -0.1 -0.1 0.2 0.0758
H 5.006375 -3.762854 2.466986 -0.1 0.0 0.3 0.0734
H 6.151403 -2.699050 0.791197 0.2 -0.3 0.1 0.0552
C 4.294056 -5.532666 -4.012635 -0.2 -0.1 0.2 -0.1704
O 3.500446 -4.390844 -3.746609 -0.5 0.1 0.3 -0.1404
H 5.141380 -5.238889 -4.636539 -0.2 0.0 0.1 0.0832
H 4.663754 -5.947815 -3.071796 0.1 -0.2 -0.2 0.0731
H 3.695660 -6.278099 -4.542052 0.3 -0.2 0.0 0.0711
H 2.757067 -4.682338 -3.191635 0.4 0.3 -0.3 0.0885
C 2.708824 4.501185 2.904148 0.0 -0.3 0.3 -0.1628
O 1.932378 3.319132 2.839134 -0.2 -0.3 0.3 -0.1567
H 3.001244 4.790286 1.892006 -0.1 -0.1 0.1 0.0649
H 2.117025 5.302714 3.353067 0.2 0.2 0.0 0.0803
H 3.605109 4.317053 3.501475 0.0 0.3 -0.1 0.0611
H 1.687783 3.087213 3.751256 0.0 0.0 -0.6 0.0879
C 1.679812 2.309894 -6.143858 -0.2 0.1 0.1 -0.1713
O 1.915510 3.195746 -5.064943 -0.2 0.5 0.1 -0.1459
H 2.485353 1.572836 -6.180857 -0.1 0.2 0.1 0.0785
H 0.726422 1.797263 -5.993992 0.0 -0.2 -0.2 0.0773
H 1.660087 2.872251 -7.080553 0.0 -0.2 -0.2 0.0690
H 1.185179 3.837725 -5.057348 0.5 -0.4 0.1 0.0848
C 4.586299 -9.466595 -3.628889 0.2 -0.1 0.1 -0.1619
O 5.428917 -8.433847 -4.106145 0.6 0.1 0.0 -0.1411
H 3.554578 -9.241086 -3.908560 0.2 0.0 0.0 0.0804
H 4.883704 -10.417470 -4.077876 -0.2 -0.1 0.1 0.0730
H 4.661831 -9.525907 -2.540400 -0.2 -0.2 0.0 0.0774
H 6.337035 -8.661339 -3.843186 -0.5 0.2 -0.2 0.0869
C 6.001676 5.938851 2.785405 0.0 0.2 0.0 -0.1643
O 5.103405 6.076900 3.870945 -0.1 0.6 0.4 -0.1478
H 6.078494 4.881874 2.520044 -0.1 0.2 0.1 0.0828
H 5.626460 6.501464 1.926986 0.2 -0.1 -0.2 0.0786
H 6.986648 6.311696 3.076692 0.1 -0.1 -0.2 0.0719
H 5.055680 7.024524 4.083805 0.0 -0.6 -0.1 0.0876
C -5.627381 5.779972 2.386164 -0.1 0.1 0.0 -0.1674
O -5.078538 5.891665 1.085918 -0.1 0.3 -0.5 -0.1404
H -5.119408 4.972128 2.918021 0.0 0.1 -0.2 0.0789
H -5.480088 6.718255 2.926658 -0.1 -0.1 0.2 0.0738
H -6.693625 5.551990 2.314204 0.0 0.0 0.3 0.0780
H -5.548597 6.615795 0.638415 0.3 -0.5 0.2 0.0838
C -12.513701 1.319124 -0.445903 0.4 0.2 0.0 -0.1748
O -11.671083 2.351871 -0.923159 0.1 0.0 0.1 -0.1388
H -13.545422 1.544632 -0.725574 0.1 0.0 0.0 0.0724
H -12.216296 0.368248 -0.894890 -0.2 -0.2 0.1 0.0732
H -12.438169 1.259811 0.642586 -0.2 -0.2 0.1 0.0734
H -10.762965 2.124379 -0.660200 -0.2 0.3 -0.3 0.0362
```
Forces are in eV/Å.

Summary:
Calculated total energy   -95162.1559 eV
LUMO energy   1.01 eV
Total charge   -1

[2]
Density functional theory data (wB97M-V/def2-TZVPD) for 2 unconnected molecules or ions with the total composition C4H11BrP in a non-equilibrium geometry.

```
17
Properties=species:S:1:pos:R:3:forces:R:3:lowdin_charge:R:1
C 0.137365 1.475619 -0.802721 2.2 2.0 2.8 -0.1792
C 1.815866 -0.059487 0.975663 0.9 -0.4 -0.2 -0.1837
C -0.064750 -1.326586 -1.051541 -2.9 -0.9 2.0 -0.1667
C -1.114125 -0.136582 1.357112 0.2 1.3 -0.8 -0.0679
P 0.165107 -0.018702 0.168734 0.6 0.2 -0.1 0.7590
Br -4.281072 -0.291735 -0.072684 0.2 0.0 0.0 0.0875
H 1.227777 1.524717 -1.099553 -1.2 0.4 0.0 0.0868
H -0.117061 2.402673 -0.147722 0.7 -1.6 -1.0 0.1166
H -0.488550 1.524287 -1.620946 -1.3 -0.3 -1.8 0.0309
H 2.493201 -0.310947 0.085084 -0.7 -0.5 1.5 0.0854
H 1.756415 -0.786883 1.856105 0.5 0.6 -1.6 0.0860
H 2.342888 0.862890 1.365002 -1.5 -0.5 -0.4 0.0864
H -1.037628 -1.067664 -1.539515 0.0 -0.3 0.9 0.0757
H -0.155346 -2.386120 -0.650797 0.6 1.4 -0.7 0.1078
H 0.489451 -1.133101 -1.887885 2.5 -0.2 -1.9 0.0255
H -1.586860 -1.068744 1.429595 -0.7 -1.1 0.6 0.0070
H -1.582674 0.796372 1.636066 -0.1 -0.2 0.5 0.0430
```
Forces are in eV/Å.

Summary:
Calculated total energy   -83647.9399 eV
LUMO energy (spin up / spin down)   -5.82 / -6.81 eV
Total charge   +1